{
  "formula": "C35H33NO2PRh",
  "method": "wB97M-V/def2-TZVPD",
  "elements": ["H", "C", "H", "C", "H", "C", "H", "C", "H", "C", "C", "H", "H", "C", "H", "H", "C", "C", "C", "H", "H", "C", "H", "H", "H", "H", "H", "C", "C", "C", "Rh", "C", "H", "C", "H", "H", "C", "C", "C", "C", "C", "O", "H", "C", "H", "C", "H", "C", "H", "N", "H", "C", "C", "C", "C", "C", "H", "H", "C", "H", "H", "C", "C", "H", "O", "H", "C", "C", "H", "H", "C", "P", "H"],
  "coordinates": [[3.83, 1.15, 0.62], [-0.22, -1.64, -4.32], [4.86, -1.26, 1.98], [2.54, -5.29, 1.37], [1.95, 1.59, -0.67], [2.11, -1.03, 2.66], [0.56, 1.45, -1.56], [2.80, -3.78, -0.94], [2.60, -0.64, -1.90], [-2.65, 0.03, -1.16], [-3.26, 2.64, -0.52], [4.56, -1.34, 0.24], [1.84, 5.81, 1.02], [1.86, -0.53, -3.91], [-5.27, 2.15, -1.02], [2.44, 1.48, 1.69], [3.56, -5.57, 0.47], [1.82, -0.92, -2.58], [2.87, -0.63, 1.40], [4.25, -6.37, 0.68], [2.72, -0.87, 3.55], [-2.86, -3.37, 1.32], [-3.55, 3.66, -0.29], [2.70, 0.06, -4.26], [3.88, -2.57, 1.31], [-1.02, -1.93, -4.99], [4.46, -5.04, -1.40], [-4.26, 1.79, -0.95], [-3.12, -4.59, 0.75], [1.78, -3.49, -0.04], [-0.10, -0.03, 0.51], [0.75, -1.69, -2.11], [0.87, -0.56, -5.81], [4.11, -1.51, 1.22], [1.19, -0.44, 2.78], [-3.97, -5.16, 1.10], [-1.21, -4.41, -0.71], [3.68, -4.82, -0.69], [-1.21, 4.46, 0.49], [-1.93, 2.22, -0.41], [-1.74, -2.63, 0.84], [2.05, -0.72, 0.24], [-2.54, -6.09, -0.70], [1.64, -4.26, 1.11], [2.43, -5.88, 2.27], [3.31, 0.83, 1.52], [3.99, 0.97, 2.37], [0.49, 2.93, -0.17], [2.50, 3.63, 0.07], [0.94, 1.68, -0.65], [-4.73, -0.19, -1.65], [-2.31, -5.12, -0.27], [0.84, -0.88, -4.78], [-0.92, -3.16, -0.20], [-0.26, -2.05, -2.99], [-3.96, 0.48, -1.30], [-0.55, -4.84, -1.46], [-0.58, 6.34, 1.27], [1.45, 3.87, 0.21], [2.91, -3.19, -1.84], [-2.42, -1.00, -1.40], [1.08, 5.10, 0.73], [-0.26, 5.39, 0.87], [-1.10, -2.64, -2.65], [-1.52, -0.52, 2.20], [-3.48, -2.98, 2.11], [-1.34, -1.40, 1.34], [-1.63, 0.87, -0.71], [-2.25, 4.72, 0.62], [1.83, -2.09, 2.64], [-0.88, 3.20, -0.02], [0.59, -2.14, -0.35], [0.83, -4.07, 1.80]],
  "gap_ev": [6.11, 7.24],
  "homo_energy_ev": [-5.6513, -8.0582],
  "multiplicity": 5,
  "lumo_ha": [0.017, -0.030]
}

***

{
  "formula": "C9H25N3O12S2",
  "method": "wB97M-V/def2-TZVPD",
  "elements": ["H", "O", "H", "N", "O", "N", "C", "H", "O", "H", "C", "H", "C", "H", "C", "H", "C", "H", "O", "S", "H", "H", "H", "O", "C", "H", "N", "O", "H", "H", "C", "H", "H", "H", "O", "H", "O", "O", "H", "H", "H", "O", "C", "H", "H", "C", "H", "O", "S", "O", "H"],
  "coordinates": [[3.09, 1.88, 1.64], [-4.44, -2.27, -4.70], [-6.14, -6.79, -1.39], [-2.39, 0.46, -0.28], [4.81, 0.00, 0.17], [2.52, 0.25, 5.24], [7.18, 1.35, 4.19], [-4.93, -5.61, -0.90], [-1.67, 8.32, 0.27], [-2.85, -4.55, -5.55], [-3.84, -4.59, -5.99], [6.59, 0.67, 4.80], [1.68, -0.73, 4.45], [-6.50, -5.72, -3.58], [3.86, 2.41, 1.08], [1.25, -0.33, 3.53], [-5.96, -5.09, -2.87], [-1.66, 5.91, -0.26], [-4.83, -4.52, -3.47], [5.34, 1.27, 0.71], [-3.84, -3.99, -6.90], [3.37, 2.67, 0.14], [-6.74, -4.38, -2.59], [0.43, 7.89, 0.40], [6.36, 1.98, 3.02], [5.52, 2.42, 3.57], [-0.72, 7.63, -0.01], [3.33, -0.30, 5.96], [-2.44, 0.22, -2.39], [4.10, 3.36, 1.57], [-2.82, -0.27, -1.49], [6.99, 2.64, 2.44], [-4.53, -6.62, -2.21], [-4.34, -5.56, -6.12], [-1.34, 0.01, 0.27], [2.24, -1.64, 4.24], [5.87, 0.89, 2.20], [-6.39, -3.68, -5.33], [-1.06, 6.65, -1.75], [8.02, 0.74, 3.85], [-3.90, -0.43, -1.43], [2.38, 1.43, 5.16], [-5.38, -6.11, -1.76], [0.80, -0.87, 5.09], [7.68, 2.20, 4.65], [-0.81, 6.41, -0.72], [-2.43, -1.29, -1.49], [6.40, 2.04, 0.11], [-4.98, -3.61, -4.84], [-2.98, 1.44, 0.00], [0.12, 5.83, -0.71]],
  "gap_ev": 10.86,
  "homo_energy_ev": -10.9895,
  "de_lowest_kj_mol": 128.6,
  "smiles": "CCOS(C)(=O)=O.CCOS(C)(=O)=O.C[N+](=O)[O-].C[N+](=O)[O-].C[N+](=O)[O-]",
  "lumo_ha": -0.005
}

***

| no. | maximum force (eV/Å) |
| --- | --- |
| 1 | 0.64 |
| 2 | 4.36 |